Below is C58H48CaClNP3 as an isolated structure in a non-equilibrium geometry, with properties calculated with the ωB97M-V functional and the def2-TZVPD basis.

Properties
Energy: -121238.1859 eV
LUMO energy: -0.0728 Eh
Frontier orbital gap: 7.72 eV
HOMO level: -9.70 eV

Structure (ORCA input):
```
! RIJCOSX wB97M-V def2-TZVPD def2/J DEFGRID3
* xyz 1 1
Ca 0.46 0.16 -0.12
Cl -0.25 -1.20 2.31
C -1.66 -0.82 3.23
C -1.95 -1.56 4.36
C -3.09 -1.26 5.09
C -3.92 -0.23 4.68
C -3.61 0.51 3.55
C -2.47 0.23 2.80
P -2.04 1.11 1.24
C -3.52 2.17 1.11
C -4.64 1.63 0.48
C -5.81 2.35 0.40
C -5.88 3.63 0.93
C -4.77 4.18 1.54
C -3.59 3.46 1.63
C -0.82 2.35 1.83
C -0.52 2.57 3.17
C 0.40 3.55 3.52
C 1.03 4.30 2.55
C 0.73 4.09 1.21
C -0.19 3.12 0.85
H -1.30 -2.36 4.68
H -3.33 -1.83 5.97
H -4.81 0.00 5.24
H -4.26 1.32 3.25
H -4.58 0.63 0.07
H -6.68 1.92 -0.09
H -6.80 4.19 0.88
H -4.82 5.18 1.96
H -2.73 3.91 2.10
H -1.01 2.00 3.95
H 0.62 3.72 4.57
H 1.74 5.06 2.83
H 1.21 4.68 0.45
H -0.44 2.97 -0.19
C -0.37 -2.23 -3.48
N 0.17 -1.13 -4.21
C -0.65 0.04 -4.25
P -0.48 1.17 -2.72
C -1.68 2.46 -3.21
C -1.65 3.15 -4.43
C -2.58 4.15 -4.68
C -3.53 4.48 -3.73
C -3.58 3.79 -2.53
C -2.66 2.78 -2.28
C 1.13 1.96 -3.07
C 1.28 3.32 -3.30
C 2.54 3.87 -3.48
C 3.66 3.06 -3.41
C 3.53 1.71 -3.16
C 2.27 1.16 -2.98
C 1.37 -1.23 -4.90
C 1.76 -0.29 -5.87
C 2.93 -0.45 -6.58
C 3.76 -1.53 -6.36
C 3.41 -2.45 -5.39
C 2.24 -2.29 -4.66
P -0.01 -2.20 -1.62
C -1.51 -3.03 -1.00
C -2.75 -2.45 -1.27
C -3.91 -3.04 -0.82
C -3.86 -4.20 -0.07
C -2.63 -4.76 0.25
C -1.46 -4.17 -0.20
C 1.24 -3.53 -1.46
C 1.04 -4.79 -2.01
C 2.02 -5.76 -1.88
C 3.19 -5.48 -1.19
C 3.39 -4.23 -0.64
C 2.42 -3.25 -0.77
H 0.02 -3.17 -3.89
H -1.46 -2.24 -3.59
H -1.71 -0.25 -4.28
H -0.45 0.64 -5.14
H -0.90 2.93 -5.16
H -2.55 4.68 -5.62
H -4.23 5.27 -3.93
H -4.32 4.04 -1.79
H -2.71 2.23 -1.35
H 0.41 3.97 -3.34
H 2.64 4.93 -3.67
H 4.65 3.49 -3.54
H 4.40 1.07 -3.10
H 2.17 0.10 -2.77
H 1.16 0.58 -6.09
H 3.19 0.29 -7.33
H 4.66 -1.66 -6.94
H 4.05 -3.29 -5.18
H 2.04 -3.02 -3.89
H -2.79 -1.52 -1.84
H -4.87 -2.59 -1.07
H -4.77 -4.67 0.27
H -2.58 -5.66 0.84
H -0.51 -4.61 0.06
H 0.12 -5.02 -2.53
H 1.87 -6.74 -2.31
H 3.95 -6.24 -1.09
H 4.30 -4.00 -0.11
H 2.57 -2.26 -0.35
C 2.41 0.97 0.43
C 3.35 1.66 0.73
C 4.43 2.51 1.12
C 5.23 2.18 2.21
C 6.21 3.06 2.64
C 6.38 4.27 1.99
C 5.61 4.59 0.88
C 4.64 3.71 0.45
H 5.08 1.24 2.71
H 6.83 2.81 3.49
H 7.12 4.97 2.35
H 5.77 5.53 0.37
H 4.03 3.94 -0.42
*
```

=====

Below is C22H50N2NbO3 as an isolated structure in a non-equilibrium geometry, with properties calculated with the ωB97M-V functional and the def2-TZVPD basis.

Properties
Energy: -34292.4273 eV
LUMO energy: 0.0841 Eh
Frontier orbital gap: 7.06 eV
HOMO level: -4.77 eV

Structure (ORCA input):
```
! RIJCOSX wB97M-V def2-TZVPD def2/J DEFGRID3
* xyz -1 1
C -8.94 -2.98 -0.16
C -8.98 -1.46 -0.34
C -8.18 -0.73 0.73
C -7.87 0.73 0.42
C -6.70 1.25 1.26
C -6.67 2.77 1.33
C -5.46 3.41 2.07
C -4.40 2.47 2.64
C -3.06 3.19 2.95
C -1.83 2.55 2.31
C -0.53 2.70 3.12
C -0.06 1.39 3.76
C 0.94 0.63 2.90
C 2.33 1.26 2.86
C 3.40 0.30 2.30
Nb 5.14 1.27 1.31
C 5.01 -0.33 -0.31
N 6.24 -0.43 -1.14
C 7.38 -0.98 -0.40
O 6.59 2.41 0.30
C 6.25 2.85 -0.84
N 5.96 3.24 -1.90
H -8.13 -3.43 -0.72
H -8.80 -3.22 0.89
H -9.87 -3.45 -0.47
H -10.03 -1.14 -0.29
H -8.59 -1.19 -1.32
H -8.71 -0.78 1.68
H -7.24 -1.27 0.88
H -7.58 0.80 -0.63
H -8.75 1.35 0.57
H -6.71 0.81 2.25
H -5.79 0.90 0.78
H -6.70 3.16 0.32
H -7.59 3.11 1.81
H -5.86 3.98 2.91
H -4.99 4.14 1.42
H -4.18 1.66 1.95
H -4.77 2.06 3.58
H -2.91 3.24 4.03
H -3.13 4.21 2.60
H -2.01 1.48 2.16
H -1.69 2.97 1.31
H -0.66 3.47 3.88
H 0.25 3.02 2.44
H 0.39 1.59 4.74
H -0.92 0.74 3.97
H 0.56 0.55 1.88
H 1.05 -0.39 3.28
H 2.60 1.56 3.87
H 2.29 2.16 2.25
H 3.73 -0.34 3.12
H 2.92 -0.33 1.55
H 6.33 0.22 2.26
H 5.21 2.37 2.80
H 3.88 2.41 0.57
H 4.20 0.00 -0.96
H 4.75 -1.32 0.09
H 6.05 -1.09 -1.88
H 7.98 -0.18 0.03
H 7.06 -1.66 0.40
H 8.01 -1.54 -1.09
C 4.59 -3.87 -7.11
O 5.06 -4.74 -6.10
C 6.27 -4.31 -5.51
C 6.05 -3.60 -4.19
O 5.36 -2.38 -4.36
C 3.98 -2.45 -4.03
H 3.56 -4.15 -7.34
H 4.60 -2.82 -6.79
H 5.20 -3.97 -8.02
H 6.83 -3.66 -6.19
H 6.88 -5.21 -5.33
H 7.03 -3.36 -3.75
H 5.52 -4.25 -3.49
H 3.85 -2.48 -2.94
H 3.51 -3.33 -4.48
H 3.51 -1.55 -4.42
*
```